1.
10
Properties=species:S:1:pos:R:3:forces:R:3 method="wB97M-V/def2-TZVPD" orbital_gap_ev=9.51 e_lumo_ev=0.511 homo_ev=-9.00 smiles=CSS.S
H 1.681278 2.430912 -1.456885 0.02 -0.05 0.43
H 0.090223 -1.083617 -2.039931 -0.10 0.19 -0.06
H -0.858058 -2.423420 -1.435498 -0.09 0.11 0.41
H -1.676676 -1.211814 -2.357947 0.14 0.29 -0.06
S -0.252983 -1.414290 1.299849 0.07 0.57 -0.54
S 1.770344 2.329779 -0.108257 0.09 -0.11 -0.40
S -1.284795 -0.362238 -0.182018 0.29 -0.54 0.64
H 0.978158 -0.888899 1.060143 -0.35 -0.12 0.15
C -0.880794 -1.349185 -1.622951 -0.01 -0.50 -0.55
H 2.559541 1.242613 -0.186395 -0.08 0.16 -0.01

***

2.
82
Properties=species:S:1:pos:R:3:forces:R:3 method="wB97M-V/def2-TZVPD" orbital_gap_ev=8.61 e_lumo_ev=0.642 homo_ev=-7.96
C -0.297755 3.286537 2.441558 0.02 -0.03 0.03
C 0.842536 -2.102571 -2.212955 -0.01 0.01 -0.02
H 4.488251 2.893347 -1.386862 0.00 0.00 0.00
H -0.778704 -2.537181 -3.616837 0.00 0.00 0.00
C 2.163313 5.332123 -1.020895 0.02 0.00 0.00
H 2.000817 6.378457 -1.246088 0.00 0.00 0.00
H 2.296193 -3.669699 -1.741614 0.01 0.01 0.00
H 2.766596 1.601921 -0.182173 0.00 0.01 -0.01
C 0.207646 -2.910271 -3.339953 0.00 -0.01 0.00
C 0.098221 -4.143228 0.529358 0.04 0.02 -0.01
C -1.411883 2.803220 -1.566776 -0.01 0.00 0.01
H 0.266557 5.095151 -0.056258 0.01 0.00 -0.01
H -1.951148 -4.518293 1.203428 -0.01 0.00 0.00
H 0.849586 -5.177162 -1.238928 0.00 0.00 0.00
H -2.165958 -0.003063 -1.458485 0.00 0.02 0.01
Sb -0.259050 -2.166673 -0.326431 -0.01 -0.01 0.00
H 2.275047 -3.891368 0.477681 0.00 0.00 0.01
H 4.675446 -1.418345 3.422466 0.00 0.00 0.00
H 5.208418 -1.751177 1.748716 0.00 0.00 0.00
C -3.804784 2.662819 -1.784780 0.00 0.00 0.00
C 2.264879 -2.599471 -1.950234 -0.01 0.01 -0.02
H -2.470946 3.107573 -3.404951 0.00 0.00 0.00
H 4.111030 5.278739 -1.920116 0.00 0.00 0.00
C 0.356915 2.921575 3.614595 0.00 -0.01 0.00
C 2.587180 2.644780 -0.430400 0.01 -0.02 0.00
H -3.051444 -2.542367 1.174992 0.00 0.00 0.01
H 2.865171 -2.428239 -2.851681 0.00 0.00 0.00
H 0.249299 -6.231402 0.036929 0.00 0.00 0.00
H -4.203458 -1.636529 0.188694 0.00 0.00 0.00
C -1.323817 5.131301 3.595454 0.00 0.00 0.00
H 1.487387 -0.522695 -3.531331 0.01 0.00 0.00
C -0.661252 4.772010 4.761492 0.00 -0.01 0.00
C 3.562218 3.375766 -1.102066 -0.01 -0.01 0.00
H -0.805312 5.350518 5.664888 0.00 0.00 0.00
H 1.004097 2.049928 3.624905 0.00 0.00 0.00
H -0.440904 2.973006 -2.015930 0.01 0.00 -0.01
C -3.138980 -1.760048 0.420161 0.00 -0.02 -0.01
C -3.908412 2.365488 -0.432115 0.00 0.00 0.00
H -0.980571 -3.561358 2.336076 0.00 0.00 0.00
H -0.889881 -5.363186 -0.994409 0.00 0.00 0.00
H -3.968513 -3.252294 -1.740119 0.00 0.00 0.00
C -2.915102 -3.389776 -1.468482 0.00 0.01 0.01
H -0.693398 -5.293352 2.164986 0.00 0.00 0.00
C -1.142944 4.391045 2.435969 0.00 0.01 -0.01
H -2.377715 -3.679265 -2.372271 0.00 0.00 0.00
H -2.868099 -4.221203 -0.764362 0.00 0.00 0.00
C 0.178525 3.667408 4.771249 -0.01 0.01 0.00
H 2.739319 -2.057995 -1.128278 0.00 -0.01 0.01
H -3.650406 -0.783061 -2.000356 0.00 0.00 0.00
H -2.782923 -0.824260 0.857183 0.00 0.01 0.01
C 1.189481 4.609597 -0.352484 0.01 -0.02 0.00
C -2.378787 -2.095878 -0.864528 0.00 0.00 0.00
C -0.950076 -4.381546 1.614293 -0.01 0.00 0.00
C 0.070844 -5.283042 -0.483422 -0.01 0.00 0.00
C -2.556974 2.879360 -2.350206 -0.01 -0.01 0.00
H 5.293461 -0.115917 2.385118 0.00 0.00 0.00
H 1.679524 -5.001503 1.714797 0.00 0.00 0.00
C -2.766358 2.283915 0.349779 0.00 0.00 0.01
O 2.355955 -0.754564 2.702454 0.11 0.01 -0.06
Ag 0.756110 -0.185723 1.140016 0.00 -0.07 0.00
H 0.843329 -2.841893 -4.230463 0.00 0.00 0.00
C -1.511176 2.510430 -0.210744 0.01 -0.03 -0.01
C 0.926536 -0.621199 -2.594955 0.00 -0.02 0.01
C -2.576815 -0.939498 -1.843822 0.00 -0.01 0.00
H -2.853716 2.046465 1.404793 0.00 0.00 -0.01
H 1.459536 -0.053433 -1.827383 -0.01 0.01 -0.02
C 1.473399 -4.057033 1.197969 0.00 -0.02 0.00
H -2.129140 -1.135875 -2.818321 0.00 0.00 0.00
H -0.053024 -0.162999 -2.744091 0.00 0.00 0.00
H 0.111695 -3.967332 -3.086234 0.00 0.00 0.00
As 0.070331 2.210308 0.873403 -0.04 0.09 -0.04
H -1.671533 4.670778 1.532215 0.00 0.00 0.00
C 3.350207 4.712243 -1.398339 -0.01 0.01 0.00
H -4.695690 2.722394 -2.396546 0.00 0.00 0.00
H 0.690421 3.380539 5.680522 0.00 0.00 0.00
O 3.186659 -0.486105 0.658532 -0.01 -0.01 0.01
C 4.710807 -1.038151 2.404881 -0.01 -0.02 0.01
H 1.519226 -3.251519 1.935091 0.00 0.00 0.00
C 1.398218 3.263003 -0.061975 -0.02 0.05 0.02
H -1.983608 5.989529 3.588396 0.00 0.00 0.00
C 3.319547 -0.744427 1.883052 -0.07 0.03 0.06
H -4.879675 2.191877 0.013534 0.00 0.00 0.00

***

3.
53
Properties=species:S:1:pos:R:3:forces:R:3 method="wB97M-V/def2-TZVPD" orbital_gap_ev=5.60 e_lumo_ev=0.715 charge=-1 homo_ev=-4.88
C -0.822633 -3.334219 1.700689 -1.48 3.59 -1.27
C 2.278072 4.228499 3.223302 0.22 0.30 -0.60
H -2.013335 -5.144532 -3.270317 1.22 1.87 1.66
H 2.361962 6.397986 4.053234 -1.19 -1.70 0.55
H 3.589555 -4.364359 -6.386490 0.01 0.16 0.04
O 0.781462 -4.575237 -1.328927 -4.78 0.98 0.40
C -1.823091 -1.635096 -0.464690 0.63 -0.38 3.31
C -1.011716 4.931237 1.388933 -0.78 -2.98 0.74
C 1.720695 5.434631 4.234435 0.45 -1.35 -0.20
H -0.348179 -4.348296 2.096287 -1.19 2.46 -1.14
C 3.213413 -3.527169 -5.792537 0.64 -0.68 0.10
O -2.651659 0.441337 4.436196 3.62 0.85 -7.66
H -0.736538 5.983149 0.895999 -0.64 -2.58 1.36
H -0.858970 -3.650250 -3.535772 -1.16 -0.78 1.96
H 1.176330 -4.135582 -6.212649 -0.09 0.03 0.13
H -0.217749 7.653089 4.597394 -0.48 -1.83 0.60
O -1.254233 -5.858663 -0.494361 0.75 4.85 -1.99
C -2.729132 1.072652 0.159931 -2.76 0.08 -2.78
O -3.668584 1.207751 -0.784483 5.94 -0.67 5.61
O 0.571314 -1.764007 4.829100 -7.12 -2.13 -3.36
H 4.220521 -1.719565 -6.435172 -0.29 0.14 -0.03
C -1.174224 -3.070705 0.088421 -0.91 3.14 2.95
B 0.080235 5.684121 4.007785 0.20 0.91 0.42
C 1.758208 -3.657272 -5.419899 0.33 -0.36 0.26
C 1.335317 -2.224610 -5.298183 -1.88 0.64 0.75
O 0.313965 -1.831968 -4.758879 1.73 -0.16 -0.94
H 3.433053 4.039912 3.345858 -2.29 0.46 -0.07
O 2.240006 -1.411417 -5.918218 -0.67 -0.04 0.48
H -2.046116 -1.492818 -1.625302 0.58 -0.28 2.93
C 3.249206 -2.213840 -6.529293 0.58 0.10 -0.40
C -1.058542 3.143041 3.620243 -1.02 1.04 -4.98
C -1.748129 2.062629 2.594039 0.92 1.90 -0.15
C -1.716208 3.815900 0.362280 0.79 -1.53 4.69
C -0.794946 -2.189088 4.395726 2.21 0.35 5.53
C -2.124981 -0.423662 0.599823 1.58 -3.07 1.26
O -0.648542 6.756034 4.734667 1.88 -0.75 -2.47
H -1.943043 4.014418 -0.768507 0.53 -0.31 2.53
C -1.123783 -2.124572 2.765902 -0.83 0.92 -3.25
C -2.067931 2.351230 1.010593 1.29 2.04 1.76
C -1.575686 -4.160364 -2.759516 -1.45 0.26 -1.09
H -2.505049 -3.477717 -2.539287 1.86 -1.26 -0.43
H 2.099827 4.541969 2.095616 0.33 -0.65 2.31
H 3.009948 -2.326653 -7.591928 0.00 0.03 0.06
H 3.820884 -3.458382 -4.881899 -0.09 -0.02 -0.17
H 1.632406 -4.187331 -4.472998 -0.33 0.08 -0.17
H 1.913180 5.014971 5.335102 -0.45 1.25 -2.15
C -0.659859 4.628031 2.962247 -2.66 -3.12 -2.01
C -1.764268 -0.715104 2.206811 0.27 -1.27 -1.94
H -0.837460 2.914259 4.755345 -0.60 0.28 -2.69
C -2.102623 0.563028 3.225077 -1.99 -0.52 3.84
O -1.737469 -2.562242 5.266623 4.30 1.63 -5.32
H 1.720527 3.211333 3.378122 1.05 2.05 -0.16
S -0.755408 -4.506484 -1.096472 3.24 -3.99 1.18

***

4.
10
Properties=species:S:1:pos:R:3:forces:R:3 method="wB97M-V/def2-TZVPD" orbital_gap_ev="8.05 / 8.05" e_lumo_ev="-0.143 / -0.143" homo_ev="-8.19 / -8.19"
C 1.244848 0.035844 1.016118 1.52 2.51 -1.04
O -2.292263 0.053466 -1.106973 -0.25 -2.52 -0.01
H 2.178873 -0.428249 0.905687 1.55 -0.66 -0.66
H -0.300675 -0.340893 -2.008702 1.41 0.83 1.79
H 0.927449 -0.313177 1.899533 -1.98 -1.35 2.97
S -2.027552 -0.790559 0.365794 2.02 0.54 -0.76
C 0.434091 -0.173584 -0.140799 -2.81 -0.80 -0.33
H 1.459705 1.111794 1.181450 -0.29 -0.42 -0.38
H -2.135573 0.902720 -0.779996 0.09 2.51 0.20
N 0.511097 -0.057362 -1.332111 -1.24 -0.64 -1.78

***

F_max
In order: 0.017, 0.002, 0.166, 0.074
Unit: Eh/bohr